(1)
16
Properties=species:S:1:pos:R:3:forces:R:3 method="wB97M-V/def2-TZVPD" smiles=C[C@H]1N[C@H]1[C@H]1CO1 gap_ev=10.45 homo_ev=-9.35 e_lumo_ev=1.1
C -1.57828 -0.80392 0.18951 0.004 -0.063 -0.027
C -1.09234 0.55284 0.68232 -0.165 0.040 -0.084
N -0.00730 0.64608 1.66027 0.137 -0.185 0.194
C 0.20514 1.18734 0.31464 -0.027 0.131 -0.244
C 1.19272 0.64368 -0.68022 0.086 0.150 0.173
C 1.49889 -0.76664 -0.93039 0.131 -0.227 0.166
O 0.71170 -0.02408 -1.84687 -0.107 0.017 -0.149
H -1.19953 -1.05815 -0.80306 -0.056 0.072 0.154
H -2.67080 -0.81624 0.13886 0.155 0.069 -0.015
H -1.29880 -1.59742 0.89385 0.017 0.119 -0.118
H -1.89740 1.25934 0.88465 0.158 -0.134 0.041
H 0.44142 -0.26470 1.74638 -0.024 0.088 -0.071
H 0.23184 2.27609 0.33234 -0.084 -0.141 -0.065
H 1.99295 1.35183 -0.90826 -0.132 -0.135 0.057
H 2.49298 -1.03187 -1.29024 -0.147 0.017 0.096
H 0.97681 -1.55418 -0.38379 0.056 0.184 -0.108


(2)
13
Properties=species:S:1:pos:R:3:forces:R:3 method="wB97M-V/def2-TZVPD" gap_ev=9.37 homo_ev=-9.14 e_lumo_ev=0.2
C 1.55100 -1.34283 -0.87292 0.178 -1.236 -0.402
C 0.84152 1.69322 -0.27436 1.008 2.373 -1.452
C -0.68842 -0.65623 1.32737 -1.846 2.318 -0.957
O 2.43533 -0.93179 -1.58445 0.413 -0.078 0.100
Si 0.32208 -0.11528 -0.18482 -2.286 0.652 -1.457
H 1.31825 -2.47671 -0.87611 0.209 1.062 0.233
H 1.78614 1.80340 -0.93127 -1.629 -0.578 0.318
H 0.00244 2.33567 -0.79698 1.602 -1.341 0.984
H 1.25282 2.34890 0.56051 -1.126 -1.360 -0.217
H -1.67465 -0.09993 1.62888 1.796 -0.915 -1.146
H -0.90158 -1.64219 1.06423 -0.879 -1.869 -0.246
H -0.16396 -0.70595 2.22368 1.421 0.069 1.534
H -0.65248 -0.59549 -1.88299 1.139 0.904 2.708


(3)
35
Properties=species:S:1:pos:R:3:forces:R:3 method="wB97M-V/def2-TZVPD" gap_ev=7.45 homo_ev=-12.35 e_lumo_ev=-4.9 total_charge=+1
Ti 0.12672 0.67846 -0.35991 -0.425 -0.978 -0.327
O 0.76624 1.89063 -4.08482 -0.084 -0.010 0.090
C 0.88774 1.44510 -2.98744 0.877 0.040 -0.380
O -0.08771 1.15806 -2.12904 -0.229 0.388 -0.963
C 2.22062 1.10838 -2.33095 -0.155 -0.148 0.015
C 3.50731 1.31367 -2.78863 -0.081 -0.020 -0.067
C 4.55985 0.94331 -1.95463 0.006 -0.003 0.019
C 4.31691 0.37470 -0.70640 -0.067 -0.078 -0.028
C 2.99989 0.20176 -0.33046 -0.125 -0.011 0.074
N 2.00839 0.56367 -1.13675 0.989 0.222 -0.285
C 2.43521 -0.32578 0.97802 0.756 -0.155 -0.089
O 3.08926 -0.85783 1.82555 -0.105 0.122 -0.041
O 1.12760 -0.12372 0.99987 0.266 -0.271 0.791
H 3.67115 1.75813 -3.76021 -0.002 0.007 0.002
H 5.57969 1.10890 -2.27501 -0.004 -0.011 -0.018
H 5.11337 0.08196 -0.03717 0.005 -0.001 -0.002
I -2.79811 1.58065 -1.46700 -0.997 0.241 0.085
C -4.71950 1.48150 -0.47604 0.562 -0.051 -0.033
I -4.77483 -0.02192 1.02348 -0.262 0.079 -0.168
H -5.46083 1.24329 -1.22752 0.035 -0.022 -0.029
H -4.92059 2.43021 0.00338 0.050 0.029 -0.038
O 0.70032 2.46020 0.18306 -0.380 0.968 0.581
N -0.36605 2.21813 0.70137 0.130 1.162 0.556
C -1.93768 -3.11727 2.33376 -0.160 -0.295 0.129
N -1.62059 -1.86230 1.66481 0.120 0.288 -0.203
C -1.65604 -0.69252 2.53555 0.302 0.052 0.133
C -1.31569 -1.85432 0.39723 -0.022 -0.209 -0.349
O -0.92651 -0.87332 -0.31303 -1.232 -1.445 0.868
H -2.85638 -2.99663 2.90595 -0.026 0.016 -0.066
H -1.13845 -3.38127 3.02621 0.039 0.041 -0.054
H -2.07438 -3.92023 1.61373 0.058 0.043 -0.036
H -2.58053 -0.72379 3.10855 0.055 0.008 -0.016
H -1.63880 0.22315 1.96390 -0.037 0.132 -0.186
H -0.80501 -0.70388 3.21435 0.062 -0.081 -0.006
H -1.43258 -2.80910 -0.11377 0.083 -0.049 0.042


(4)
83
Properties=species:S:1:pos:R:3:forces:R:3 method="wB97M-V/def2-TZVPD" smiles="NC(N)=O.NC(N)=O.NC(N)=O.NC(N)=O.NC(N)=O.NC(N)=O.NC(N)=O.CCO.CO.CO.CO" gap_ev=8.22 homo_ev=-8.46 e_lumo_ev=-0.2
N -2.67400 24.74400 -10.53900 2.133 -5.314 4.243
C -2.86400 25.78400 -11.22100 1.732 3.535 -6.769
N -3.91400 26.47500 -10.85200 -1.940 0.901 1.226
O -2.10500 26.04200 -12.34300 -3.362 -1.344 4.430
H -1.98900 24.12100 -10.92200 0.436 -0.208 0.165
H -2.87600 24.62200 -9.51400 -0.004 0.375 -1.898
H -4.34000 27.10800 -11.49000 -0.088 0.788 -0.292
H -4.58700 26.06800 -10.16500 1.125 0.501 -1.039
N 2.88200 27.80600 -12.37900 -1.511 -1.066 3.404
C 3.36200 28.18600 -13.51400 0.096 5.101 -0.471
N 3.71700 27.16300 -14.22900 1.762 -2.222 -4.198
O 3.47300 29.46800 -13.85900 -0.388 -4.404 0.274
H 2.34300 28.50100 -11.83800 0.663 -0.833 0.136
H 2.66800 26.79700 -12.18900 0.675 1.663 -0.596
H 3.96700 27.41500 -15.19400 -0.098 -0.728 0.761
H 3.48300 26.17800 -13.97900 0.161 1.672 -0.393
N 1.25100 29.45100 -11.11500 -2.048 -1.321 1.830
C 1.98700 30.52000 -10.82200 -0.401 1.643 6.900
N 2.60900 31.02200 -11.83200 1.024 2.113 -1.427
O 2.07900 30.98900 -9.51100 -0.179 -2.242 -6.200
H 0.73700 29.03600 -10.29100 1.029 0.705 -2.181
H 0.81000 29.41300 -12.02500 -0.255 0.075 0.443
H 3.04900 31.85500 -11.49800 0.690 0.553 -0.763
H 2.63100 30.67400 -12.83300 0.440 0.046 1.490
N 2.42200 24.68100 -16.31400 3.747 -2.802 -1.783
C 1.34100 25.30600 -15.98800 -1.919 2.290 6.026
N 0.71500 25.95300 -16.93200 -1.128 0.925 -1.799
O 0.98500 25.45500 -14.67200 1.159 -0.882 -5.653
H 2.98800 24.31600 -15.55500 -0.266 -0.094 -0.452
H 2.67000 24.39800 -17.30800 -0.600 0.695 2.135
H -0.19400 26.27000 -16.67100 -0.917 0.271 0.269
H 0.92800 26.08900 -17.92800 0.428 -0.679 1.097
N 0.13800 29.23300 -7.66200 1.067 4.286 5.238
C -0.54300 29.19700 -8.75000 -4.314 5.754 -1.679
N -0.44700 28.10600 -9.41200 0.032 -4.527 -1.319
O -1.30400 30.19100 -9.25400 2.976 -3.644 2.261
H 0.10900 30.18400 -7.16200 0.125 -2.097 -1.239
H 0.83600 28.62300 -7.26000 -0.258 -0.239 -0.883
H -0.97900 28.11000 -10.23700 -0.797 -0.377 -1.524
H -0.19900 27.21200 -8.99800 0.062 0.509 -0.135
N -5.33300 29.36600 -13.10000 3.330 3.889 -1.980
C -6.36900 28.78400 -12.59900 -6.053 -2.832 -4.616
N -5.99800 28.41400 -11.41800 -3.080 -4.721 6.074
O -7.43500 28.39500 -13.29600 4.401 1.670 3.559
H -5.41700 29.55400 -14.08300 0.305 0.802 -0.451
H -4.62200 29.77300 -12.40000 -0.885 -0.769 -2.132
H -6.58600 27.59200 -11.00400 1.392 2.705 -0.570
H -5.26200 28.89200 -10.90800 -0.035 -0.421 0.152
N -4.19100 27.01900 -14.09500 -1.288 2.632 3.485
C -4.64700 26.88800 -15.27900 -5.357 8.531 -2.761
N -4.21300 25.89900 -15.95500 1.003 -6.466 -4.147
O -5.41400 27.91700 -15.84900 3.518 -5.163 2.365
H -4.61500 27.87500 -13.62700 1.073 -1.226 -0.441
H -3.44900 26.53600 -13.66700 1.169 -0.959 0.501
H -4.53700 25.71000 -16.93100 0.096 0.617 1.513
H -3.86300 25.03400 -15.47700 -0.674 1.271 -0.464
C -0.21300 28.70000 -14.25700 0.300 0.913 0.444
C -1.23200 29.34100 -13.30900 -0.822 -1.608 -0.485
O -1.38800 28.49500 -12.12700 0.702 2.191 -0.452
H -0.45900 27.65300 -14.40100 0.054 -0.155 -0.221
H 0.79000 28.75900 -13.78700 -0.398 -0.154 -0.562
H -0.18500 29.24200 -15.22400 0.108 -0.357 0.567
H -2.21600 29.40900 -13.79700 0.083 -0.118 -0.033
H -0.99000 30.36000 -13.08600 0.410 0.458 0.839
H -1.66400 27.63200 -12.44500 -0.250 -0.872 -0.121
C -1.87500 27.95100 -16.98600 0.126 1.240 -0.319
O -1.80100 26.63600 -16.51300 0.715 -0.025 -0.406
H -0.93300 28.30900 -17.44400 -0.001 -0.607 0.478
H -2.08900 28.62500 -16.15400 -0.224 0.163 -0.229
H -2.59000 28.10200 -17.79400 -0.474 -0.211 0.159
H -2.68700 26.34600 -16.23500 0.180 0.164 -0.182
C 1.07200 25.89100 -11.26400 0.254 0.147 1.550
O 1.69200 25.03900 -12.19100 0.925 0.064 1.780
H 0.56300 26.77400 -11.68700 0.598 -0.235 -0.014
H 1.81600 26.15600 -10.44100 -0.783 0.079 -1.096
H 0.29500 25.35700 -10.75300 -0.699 -0.520 0.420
H 1.37700 25.28100 -13.04000 -0.703 0.013 -2.200
C -4.01500 31.12600 -10.51300 0.752 0.020 0.644
O -3.59300 29.79900 -10.85100 -0.702 -0.189 0.088
H -5.02700 31.38300 -10.88300 0.668 -0.388 -0.207
H -3.21200 31.72000 -10.91900 -0.320 1.091 -0.199
H -4.01100 31.28600 -9.42900 -0.050 -0.159 -0.083
H -2.63600 29.72000 -10.61800 -0.456 0.115 0.119